Density functional theory data (ωB97M-V/def2-TZVPD) for C28H33BF5Ge2PtSe as an isolated structure in a non-equilibrium geometry.

Geometry as XYZ:
```
71
Properties=species:S:1:pos:R:3:lowdin_spin:R:1
Pt -0.650 1.336 1.953 1.012
F -1.128 -1.088 5.806 0.002
B -2.031 -0.751 4.860 0.011
F -2.902 0.207 5.257 0.002
F -2.695 -1.863 4.348 0.053
F -1.282 -0.225 3.700 0.073
C 0.667 -4.087 -1.084 0.002
Ge -1.294 -4.259 -0.869 0.033
C -1.884 -6.117 -1.256 0.012
C -2.229 -2.968 -2.046 0.003
C -1.832 -3.978 1.073 0.100
Se -1.419 -2.300 1.944 0.698
C -3.019 -1.338 1.453 0.076
H 0.978 -4.613 -1.983 0.000
H 1.192 -4.519 -0.239 0.000
H 0.960 -3.048 -1.185 0.000
H -1.612 -6.403 -2.268 0.002
H -2.961 -6.200 -1.158 0.000
H -1.426 -6.822 -0.571 0.000
H -1.892 -3.102 -3.070 0.001
H -2.004 -1.946 -1.759 0.000
H -3.305 -3.112 -2.023 0.000
H -1.322 -4.754 1.648 0.006
H -2.906 -4.139 1.169 0.008
H -3.212 -1.492 0.393 0.009
H -2.846 -0.279 1.673 0.020
H -3.845 -1.698 2.064 0.014
F 1.200 5.685 5.871 0.002
C 0.726 4.773 4.992 0.003
C 0.086 3.645 5.473 0.010
C -0.404 2.716 4.568 0.054
C -0.255 2.916 3.196 0.244
C 0.398 4.061 2.742 0.047
C 0.882 5.001 3.637 0.007
H -0.030 3.508 6.537 0.001
H -0.924 1.856 4.963 0.008
H 0.520 4.248 1.684 0.008
H 1.373 5.902 3.301 0.001
C 1.845 -0.941 0.637 0.045
Ge 0.510 0.453 0.079 0.235
C 1.585 2.142 -0.091 0.049
C 1.035 3.197 -0.810 0.020
C 1.770 4.341 -1.056 -0.001
C 3.059 4.453 -0.559 0.015
C 3.598 3.425 0.195 0.001
C 2.858 2.283 0.445 0.014
C -0.159 0.285 -1.811 0.053
C -1.507 0.447 -2.015 0.011
C -2.073 0.376 -3.296 0.000
C -1.282 0.109 -4.375 -0.001
C 0.110 -0.037 -4.224 0.002
C 0.942 -0.263 -5.339 0.000
C 2.299 -0.323 -5.205 0.000
C 2.877 -0.156 -3.938 0.000
C 2.093 0.032 -2.832 0.002
C 0.688 0.081 -2.931 0.008
H 2.637 -1.126 -0.082 0.005
H 1.339 -1.877 0.851 0.007
H 2.289 -0.591 1.565 0.001
H 0.034 3.098 -1.212 0.001
H 1.338 5.143 -1.632 0.000
H 3.639 5.341 -0.753 0.001
H 4.595 3.511 0.599 0.000
H 3.287 1.481 1.033 0.001
H -2.154 0.647 -1.165 0.009
H -3.135 0.523 -3.416 0.000
H -1.706 0.030 -5.365 0.000
H 0.479 -0.367 -6.310 0.000
H 2.929 -0.481 -6.069 0.000
H 3.953 -0.174 -3.847 0.000
H 2.552 0.183 -1.866 0.001
```

Properties
HOMO-LUMO gap (alpha / beta)   7.717 / 4.603 eV
DFT total energy   -225462.2854 eV
Charge   0
Highest occupied orbital energy (alpha / beta)   -0.285 / -0.300 Eh
Multiplicity   4
⟨S²⟩   3.759

---

Density functional theory data (ωB97M-V/def2-TZVPD) for an isolated ion of composition C2H7N2O and charge -1 in a non-equilibrium geometry.

Geometry as XYZ:
```
12
Properties=species:S:1:pos:R:3:lowdin_charge:R:1
C -1.830 -0.110 0.290 -0.160
C -0.501 0.441 -0.240 -0.207
N 0.858 -0.689 0.161 -0.088
N 2.186 -0.431 -0.274 -0.395
O 2.818 0.688 0.200 -0.475
H -1.659 -1.220 0.118 0.079
H -1.861 0.217 1.266 0.020
H -2.607 0.395 -0.227 0.034
H -0.403 0.529 -1.378 0.090
H -0.278 1.329 0.184 0.007
H 1.002 -0.637 1.179 0.050
H 2.275 -0.511 -1.278 0.044
```

Properties
Energy above the lowest of the compared OMol25 structures with the same formula, charge and spin   432.9 kJ/mol
HOMO-LUMO gap   5.139 eV
DFT total energy   -7210.8930 eV
SMILES string   CCNN[O-]
Charge   -1
Highest occupied orbital energy   -0.034 Eh

---

Density functional theory data (ωB97M-V/def2-TZVPD) for one molecule with the formula C5H14N2 in a non-equilibrium geometry.

Geometry as XYZ:
```
21
Properties=species:S:1:pos:R:3:lowdin_charge:R:1
C 0.819 -0.878 -1.932 -0.252
C -0.182 0.211 -1.437 -0.195
C 0.260 0.964 -0.181 -0.226
C 0.221 0.195 1.140 -0.207
C -1.177 -0.212 1.592 -0.274
N -1.881 0.877 2.289 -0.003
N 2.020 -0.995 -1.079 -0.013
H 0.298 -1.830 -2.014 0.097
H 1.158 -0.537 -2.902 0.098
H -1.151 -0.239 -1.226 0.086
H -0.304 0.942 -2.225 0.095
H -0.400 1.832 -0.118 0.107
H 1.264 1.307 -0.355 0.094
H 0.913 -0.632 1.214 0.087
H 0.632 0.911 1.844 0.103
H -1.742 -0.555 0.721 0.097
H -1.132 -1.037 2.260 0.083
H -2.814 1.038 1.956 0.053
H -1.346 1.718 2.411 0.053
H 2.736 -1.445 -1.637 0.062
H 1.807 -1.635 -0.321 0.055
```

Properties
Energy above the lowest of the compared OMol25 structures with the same formula, charge and spin   86.8 kJ/mol
HOMO-LUMO gap   9.920 eV
DFT total energy   -8391.7192 eV
SMILES string   NCCCCCN
Charge   0
Highest occupied orbital energy   -0.324 Eh

---

The lowest DFT total energy belongs to which entry?
C28H33BF5Ge2PtSe

---

Look up the DFT total energy of the third one.
-8391.7192 eV

---

DFT total energy of number 1 (C28H33BF5Ge2PtSe)?
-225462.2854 eV